Here is one molecule with the formula C2H7N5 at a distorted geometry from OMol25. Energies are from ωB97M-V/def2-TZVPD.

Energy relative to the best compared isomer or geometry (same formula, charge and spin) (kcal/mol): 82.4
Energy (Eh): -354.06007
LUMO energy (eV): 0.77
SMILES string: [H]/N=C(\C=N/N)NN

Each line ends with the Mulliken charge.
Geometry (Å):
C 0.423 -0.612 -0.260  0.6232
C -0.953 -0.158 -0.045  -0.1564
H 0.309 0.794 -2.997  0.2605
H 1.255 1.831 -1.963  0.2705
H 1.960 -0.387 -1.634  0.2697
H 0.766 -1.412 1.587  0.2217
H -1.692 0.016 -0.850  0.3665
H 0.088 0.105 2.324  0.1339
H -1.351 0.615 3.010  0.2303
N 0.423 1.057 -1.932  -0.5868
N 0.991 -0.137 -1.481  -0.2056
N 1.204 -1.251 0.561  -0.7787
N -1.548 0.315 1.047  -0.4122
N -0.806 0.453 2.141  -0.2366